No. 1
Computed, not measured: a 2-piece molecular cluster, C2H8S4 overall in a non-equilibrium geometry, with wB97M-V/def2-TZVPD.

Cartesian coordinates (Å):
1 H 0.14292 2.67682 -1.47981
2 C -1.76606 -1.55504 0.15697
3 H 0.00481 1.11425 -0.66793
4 H -0.28685 2.61873 0.29870
5 H -2.37397 -1.28116 0.99266
6 H 1.70321 0.45184 1.84046
7 H -1.63118 -0.76902 -0.62462
8 S 1.70845 1.73018 2.22447
9 H -2.21368 -2.38289 -0.35742
10 S 1.97409 2.27998 0.19548
11 C 0.25985 2.17840 -0.51140
12 H 1.92385 -2.25557 -1.25451
13 S 0.58839 -2.74513 -1.37151
14 S -0.03383 -2.06141 0.55845

**ΔE to the lowest compared entry with this formula, charge and spin**: 68.2 kJ/mol
**F_max**: 2.73 eV/A
**Gap between HOMO and LUMO**: 8.82 eV
**M**: 160.35 g/mol
**HOMO**: -8.64 eV

natural (NBO) population analysis, charges in e, atoms 1 to 5:
1. H 0.232
2. C -0.724
3. H 0.212
4. H 0.227
5. H 0.240

No. 2
Computed, not measured: a 2-piece molecular cluster, C2H8S4 overall in a non-equilibrium geometry, with wB97M-V/def2-TZVPD.

Cartesian coordinates (Å):
1 H 4.19863 2.15599 0.52569
2 S -3.78571 -1.05536 -2.07140
3 H 3.46384 0.67058 -0.38916
4 C 3.61516 1.25510 0.53615
5 S 1.96169 1.70300 1.30714
6 H 1.97809 0.20175 3.44589
7 H 4.02206 0.60141 1.30853
8 H -0.07574 -1.86090 -2.50263
9 H -1.09795 -0.55457 -3.21017
10 H -3.95605 -0.90793 -3.45649
11 C -0.77727 -1.03729 -2.28445
12 S -2.10326 -2.14079 -1.57454
13 S 2.35292 1.46997 3.30058
14 H -0.27197 -0.36456 -1.57100

**ΔE to the lowest compared entry with this formula, charge and spin**: 71.6 kJ/mol
**F_max**: 1.87 eV/A
**Gap between HOMO and LUMO**: 9.20 eV
**M**: 160.35 g/mol
**HOMO**: -8.81 eV

natural (NBO) population analysis, charges in e, atoms 1 to 5:
1. H 0.223
2. S -0.176
3. H 0.229
4. C -0.720
5. S 0.049

No. 3
Computed, not measured: a 2-piece molecular cluster, C2H8S4 overall, with wB97M-V/def2-TZVPD.

Cartesian coordinates (Å):
1 S 1.25979 1.01505 0.58518
2 H 1.00009 -0.96461 1.85177
3 H 2.40328 2.38255 -1.26607
4 S -2.82558 1.22633 0.77003
5 H -2.44542 2.47242 0.47968
6 C 1.71510 -0.66394 1.08577
7 H -0.70128 -0.86903 -0.11747
8 H 1.68668 -1.32938 0.22738
9 H -1.21123 -1.36518 -1.77300
10 S 2.56108 1.07108 -1.05413
11 C -1.53582 -1.06387 -0.78012
12 S -2.38909 0.50090 -1.13018
13 H -2.24173 -1.78261 -0.37132
14 H 2.72412 -0.62974 1.49247

**ΔE to the lowest compared entry with this formula, charge and spin**: 43.9 kJ/mol
**F_max**: 0.79 eV/A
**Gap between HOMO and LUMO**: 8.66 eV
**M**: 160.35 g/mol
**HOMO**: -8.24 eV

natural (NBO) population analysis, charges in e, atoms 1 to 5:
1. S 0.087
2. H 0.237
3. H 0.142
4. S -0.154
5. H 0.138

No. 4
Computed, not measured: a 2-piece molecular cluster, C2H9BNO2 overall in a non-equilibrium geometry, with wB97M-V/def2-TZVPD.

Cartesian coordinates (Å):
1 N 0.12878 1.29035 -0.28051
2 O -1.09042 -2.78736 -0.41593
3 H 1.34218 0.23445 1.07555
4 H 0.47059 1.64369 1.71200
5 H -1.52708 0.42148 -1.08534
6 C 1.07629 1.30725 0.79006
7 B -0.33130 -1.77173 -0.15918
8 H 1.51934 -2.37500 -0.31460
9 H 1.99256 1.97544 0.64497
10 C -1.16426 0.58684 -0.09161
11 H -1.91975 0.87245 0.56041
12 O 0.93885 -1.62284 -0.27191
13 H 0.03643 2.25970 -0.64116
14 H 0.56415 0.79167 -1.13042
15 H -2.03636 -2.82639 -0.39234

**Total charge**: +1
**ΔE to the lowest compared entry with this formula, charge and spin**: 351.3 kJ/mol
**F_max**: 5.28 eV/A
**Gap between HOMO and LUMO**: 9.76 eV
**M**: 89.91 g/mol
**HOMO**: -13.23 eV

natural (NBO) population analysis, charges in e, atoms 1 to 5:
1. N -0.528
2. O -0.895
3. H 0.251
4. H 0.234
5. H 0.201

No. 5
Computed, not measured: a 2-piece molecular cluster, C2H9N2 overall in a non-equilibrium geometry, with wB97M-V/def2-TZVPD.

Cartesian coordinates (Å):
1 H -1.95736 -0.99167 0.85791
2 H 0.93624 0.98635 1.68142
3 H 1.20436 1.93843 0.23142
4 N 0.48019 0.01387 -0.19653
5 H -2.68264 0.51370 0.50439
6 H 0.41081 -1.70770 -1.46842
7 C 1.24637 0.91255 0.63631
8 H 2.04601 -0.98992 -1.31332
9 H 2.30277 0.64136 0.52275
10 N -2.02177 -0.20510 0.22805
11 C 1.00015 -0.90464 -1.03971
12 H -2.33651 -0.49983 -0.68812
13 H -0.62861 0.29261 0.04384

**ΔE to the lowest compared entry with this formula, charge and spin**: 98.2 kJ/mol
**F_max**: 3.91 eV/A
**Gap between HOMO and LUMO (spin up / spin down)**: 5.55 / 9.62 eV
**M**: 61.11 g/mol
**HOMO (spin up / spin down)**: -4.82 / -8.90 eV
**2S+1**: 2

natural (NBO) population analysis, charges in e, atoms 1 to 5:
1. H 0.393
2. H 0.181
3. H 0.172
4. N -0.643
5. H 0.381

No. 6
Computed, not measured: a 2-piece molecular cluster, C2H9N2 overall in a non-equilibrium geometry, with wB97M-V/def2-TZVPD.

Cartesian coordinates (Å):
1 H -0.35832 -0.76360 1.90819
2 H -0.10716 0.00768 0.46591
3 H -1.22436 -2.73938 0.95354
4 H 1.89638 1.63474 0.19974
5 H 0.29178 -2.31122 0.12872
6 H -0.22918 1.47072 -1.81873
7 C -0.73512 -2.04156 0.30977
8 H -1.24944 -1.96400 -0.65651
9 N -0.74501 -0.68300 0.94770
10 H -1.69491 -0.32753 1.02977
11 H 1.18714 2.60796 -1.81194
12 C 0.67634 1.77013 -1.28059
13 N 1.00797 1.25632 -0.17252

**Total charge**: +1
**ΔE to the lowest compared entry with this formula, charge and spin**: 72.6 kJ/mol
**F_max**: 1.27 eV/A
**Gap between HOMO and LUMO**: 11.75 eV
**M**: 61.11 g/mol
**HOMO**: -15.08 eV

natural (NBO) population analysis, charges in e, atoms 1 to 5:
1. H 0.433
2. H 0.469
3. H 0.235
4. H 0.384
5. H 0.235

No. 7
Computed, not measured: a 2-piece molecular cluster, C2H9N2 overall in a non-equilibrium geometry, with wB97M-V/def2-TZVPD.

Cartesian coordinates (Å):
1 H 2.30000 4.74820 0.42250
2 H 1.22042 4.33341 2.40349
3 H 3.80229 3.86531 0.14448
4 C -3.85157 -5.71524 -2.53674
5 H -2.90575 -5.53440 -1.61082
6 N 2.91041 3.95614 0.60575
7 H 1.20120 2.73896 3.04593
8 H 2.45581 1.95530 1.13051
9 N 1.61834 3.40302 2.40926
10 H -4.19225 -5.26209 -3.45353
11 H -4.24280 -5.49198 -1.55289
12 C 2.30706 3.02923 1.33512
13 H -2.62316 -6.02588 -2.34305

**Total charge**: +1
**ΔE to the lowest compared entry with this formula, charge and spin**: 572.6 kJ/mol
**F_max**: 4.51 eV/A
**Gap between HOMO and LUMO**: 4.61 eV
**M**: 61.11 g/mol
**HOMO**: -9.64 eV

natural (NBO) population analysis, charges in e, atoms 1 to 5:
1. H 0.425
2. H 0.425
3. H 0.458
4. C -0.959
5. H 0.272

No. 8
Computed, not measured: a 2-piece molecular cluster, C2H9N2O overall in a non-equilibrium geometry, with wB97M-V/def2-TZVPD.

Cartesian coordinates (Å):
1 H 0.16441 -2.06521 -1.32319
2 H 2.90646 0.09839 1.20242
3 H -1.65690 2.04900 0.42756
4 H 1.50324 -1.18940 -0.80185
5 C -0.23217 -0.04969 -0.64711
6 H 2.26921 1.45110 0.93742
7 H 0.45333 -1.79732 0.31122
8 C -1.45192 0.01335 -0.06573
9 N -2.03712 1.12078 0.50575
10 H -2.10834 -0.84023 -0.08034
11 N 0.47855 -1.32997 -0.68066
12 H -3.01524 1.06672 0.70985
13 O 2.48959 0.61878 0.50423
14 H 0.23691 0.85371 -0.99957

**ΔE to the lowest compared entry with this formula, charge and spin**: 206.3 kJ/mol
**F_max**: 1.44 eV/A
**Gap between HOMO and LUMO (spin up / spin down)**: 4.16 / 8.94 eV
**M**: 77.11 g/mol
**HOMO (spin up / spin down)**: -3.36 / -8.24 eV
**2S+1**: 2

natural (NBO) population analysis, charges in e, atoms 1 to 5:
1. H 0.405
2. H 0.469
3. H 0.384
4. H 0.396
5. C -0.279

No. 9
Computed, not measured: a 2-piece molecular cluster, C2H9N2O overall, with wB97M-V/def2-TZVPD.

Cartesian coordinates (Å):
1 C 1.20309 0.25270 0.84786
2 H -0.42650 -0.67749 0.16658
3 C -0.89052 1.39919 0.48534
4 N 1.96750 -0.80912 1.02590
5 H -0.51793 2.13279 -0.23084
6 H -0.90870 -1.70883 -2.13999
7 H -2.06821 -1.41515 -3.06777
8 H 1.56497 1.23647 1.11674
9 H 1.74813 -1.67509 0.55474
10 H 2.92245 -0.67228 1.30279
11 O -1.76800 -1.27475 -2.16056
12 N -0.03888 0.20701 0.46653
13 H -0.89479 1.85521 1.46177
14 H -1.89261 1.14935 0.17090

**Total charge**: +1
**ΔE to the lowest compared entry with this formula, charge and spin**: 93.0 kJ/mol
**F_max**: 0.90 eV/A
**Gap between HOMO and LUMO**: 11.34 eV
**M**: 77.11 g/mol
**HOMO**: -15.13 eV

natural (NBO) population analysis, charges in e, atoms 1 to 5:
1. C 0.400
2. H 0.428
3. C -0.429
4. N -0.714
5. H 0.229

No. 10
Computed, not measured: a 2-piece molecular cluster, C2H9N2S overall in a non-equilibrium geometry, with wB97M-V/def2-TZVPD.

Cartesian coordinates (Å):
1 H 2.73962 -0.33849 0.80008
2 H 0.70005 -0.57272 -0.35980
3 S -2.98217 -0.72184 0.15097
4 H 3.56646 0.03210 -0.58199
5 H -3.83615 1.48808 0.23692
6 H -2.09729 1.39405 1.01428
7 C -2.78144 1.12017 0.15160
8 H 3.27136 -1.49356 -0.12753
9 N -0.32712 -0.42557 -0.16054
10 H -2.28799 1.34825 -0.74811
11 H -0.47280 0.56461 -0.34844
12 C -1.37332 -1.23671 -0.13604
13 N 2.90142 -0.55794 -0.13255
14 H -1.20318 -2.26033 -0.32254

**Total charge**: +1
**ΔE to the lowest compared entry with this formula, charge and spin**: 81.4 kJ/mol
**F_max**: 2.55 eV/A
**Gap between HOMO and LUMO**: 9.62 eV
**M**: 93.17 g/mol
**HOMO**: -14.30 eV

natural (NBO) population analysis, charges in e, atoms 1 to 5:
1. H 0.366
2. H 0.480
3. S 0.466
4. H 0.388
5. H 0.285

No. 11
Computed, not measured: an isolated ion of composition C2H9N2S and charge +1 in a non-equilibrium geometry, with wB97M-V/def2-TZVPD.

Cartesian coordinates (Å):
1 C -1.19176 0.26023 0.70820
2 H -1.01930 0.22620 1.78539
3 H 2.26293 0.59083 0.92078
4 H 0.73443 0.36102 -1.83381
5 H -1.96738 -0.50105 0.40331
6 H -1.64489 1.26195 0.60148
7 H 0.26549 -1.99465 0.52865
8 H -0.69338 -0.55113 -1.85225
9 S 1.33874 1.41354 0.40229
10 H 1.62363 -1.17868 1.02511
11 H -0.51882 1.09906 -1.64467
12 C 0.06882 0.13369 0.05461
13 N 0.87597 -1.31922 0.28699
14 N -0.13447 0.19823 -1.38609

**Total charge**: +1
**ΔE to the lowest compared entry with this formula, charge and spin**: 183.8 kJ/mol
**F_max**: 6.58 eV/A
**Gap between HOMO and LUMO**: 10.70 eV
**M**: 93.17 g/mol
**HOMO**: -14.41 eV

natural (NBO) population analysis, charges in e, atoms 1 to 5:
1. C -0.708
2. H 0.277
3. H 0.160
4. H 0.458
5. H 0.246

No. 12
Computed, not measured: a 2-piece molecular cluster, C2H9N2S overall in a non-equilibrium geometry, with wB97M-V/def2-TZVPD.

Cartesian coordinates (Å):
1 H -0.44555 2.65692 -0.90139
2 C -1.24120 0.62507 -0.67865
3 N 1.70961 -0.78259 0.97980
4 H 0.33043 -1.66912 -0.42826
5 H 1.15091 -0.69430 1.85268
6 N -0.98801 1.89107 -0.33522
7 H 2.54283 -0.28767 1.26608
8 C 0.78985 -0.68475 -0.27647
9 S -2.36532 -0.31456 0.29293
10 H -2.57152 -1.21250 -0.58751
11 H 1.36740 -0.27115 -1.02353
12 H -1.24948 2.17016 0.59387
13 H 1.99471 -1.79755 0.95274
14 H -1.02467 0.37096 -1.70707

**Total charge**: +1
**ΔE to the lowest compared entry with this formula, charge and spin**: 373.3 kJ/mol
**F_max**: 3.53 eV/A
**Gap between HOMO and LUMO**: 8.02 eV
**M**: 93.17 g/mol
**HOMO**: -11.43 eV

natural (NBO) population analysis, charges in e, atoms 1 to 5:
1. H 0.446
2. C 0.019
3. N -0.718
4. H 0.187
5. H 0.417